Here is a structure of composition C56H45BrCl3GeN8O7SV from the Open Molecules 2025 dataset. Energies are from ωB97M-V/def2-TZVPD.

Positions of all 123 atoms, in Å:
V 0.465 -0.435 -0.422
N -3.481 6.756 5.057
C -3.373 5.748 4.094
C -3.561 4.412 4.446
C -3.493 3.419 3.484
C -3.227 3.744 2.163
C -3.058 5.069 1.801
C -3.132 6.067 2.757
S -3.147 2.452 0.949
O -4.252 1.572 1.251
O -3.170 3.130 -0.336
N -1.816 1.603 1.078
C -0.593 2.114 1.216
N -0.413 3.388 1.645
C 0.811 3.851 1.761
C 1.943 3.104 1.460
C 1.703 1.832 0.993
N 0.474 1.315 0.874
H -3.302 6.458 6.002
H -3.001 7.612 4.833
H -3.769 4.153 5.479
H -3.643 2.384 3.759
H -2.868 5.309 0.764
H -3.005 7.105 2.470
H 0.897 4.882 2.100
H 2.947 3.489 1.551
H 2.520 1.191 0.685
Br -3.972 2.979 -6.897
C -2.108 3.296 -6.786
C -1.260 2.254 -6.447
C 0.105 2.481 -6.363
C 0.614 3.748 -6.633
C -0.247 4.772 -7.010
C -1.615 4.559 -7.066
N 2.016 4.055 -6.725
N 2.859 3.598 -5.944
C 2.494 2.901 -4.754
C 3.152 1.723 -4.519
C 2.802 0.900 -3.441
C 1.813 1.288 -2.564
O 1.492 0.436 -1.592
C 1.217 2.589 -2.694
N 0.363 3.006 -1.726
C -0.144 4.207 -1.814
C 0.178 5.110 -2.852
C 1.035 4.711 -3.832
C 1.570 3.402 -3.800
H -1.663 1.273 -6.239
H 0.761 1.664 -6.097
H 0.170 5.742 -7.250
H -2.288 5.359 -7.342
H 3.911 1.407 -5.225
H 3.274 -0.060 -3.283
H -0.841 4.491 -1.033
H -0.244 6.107 -2.850
H 1.327 5.396 -4.617
Cl -4.770 0.332 -1.834
C -3.355 0.661 -2.823
Cl -3.384 2.290 -3.488
Cl -3.256 -0.536 -4.148
C -2.142 0.484 -2.023
N -1.206 0.270 -1.412
Ge -1.540 -1.376 1.081
C -1.449 -3.319 0.716
C -0.328 -4.123 0.936
C -0.350 -5.479 0.641
C -1.495 -6.066 0.117
C -2.618 -5.284 -0.107
C -2.589 -3.926 0.187
C -1.254 -1.173 3.011
C -2.168 -0.449 3.778
C -1.988 -0.302 5.148
C -0.885 -0.870 5.773
C 0.029 -1.594 5.023
C -0.155 -1.742 3.654
H -3.018 -1.084 0.768
H 0.586 -3.680 1.314
H 0.536 -6.082 0.809
H -1.506 -7.123 -0.125
H -3.516 -5.728 -0.522
H -3.476 -3.328 -0.001
H -3.030 -0.005 3.297
H -2.711 0.260 5.730
H -0.743 -0.750 6.841
H 0.895 -2.044 5.495
H 0.574 -2.306 3.085
O 2.166 -2.740 -1.855
C 0.956 -2.878 -1.931
O 0.066 -2.019 -1.516
C 0.362 -4.119 -2.549
C -0.989 -4.196 -2.865
C -1.505 -5.350 -3.437
C -0.677 -6.438 -3.677
C 0.672 -6.369 -3.348
C 1.190 -5.209 -2.793
H -1.626 -3.352 -2.641
H -2.559 -5.406 -3.683
H -1.082 -7.341 -4.118
H 1.318 -7.221 -3.525
H 2.238 -5.123 -2.535
C 4.059 -4.480 5.891
C 3.754 -3.675 4.655
C 3.681 -4.273 3.408
C 3.382 -3.540 2.258
C 3.348 -4.236 0.922
C 3.151 -2.176 2.383
C 3.231 -1.540 3.629
C 2.960 -0.065 3.747
C 3.533 -2.302 4.746
C 2.781 -1.345 1.180
O 3.599 -0.629 0.630
O 1.523 -1.452 0.846
H 4.212 -5.531 5.648
H 3.240 -4.417 6.612
H 4.960 -4.115 6.389
H 3.856 -5.342 3.318
H 2.654 -5.080 0.942
H 4.337 -4.635 0.683
H 3.049 -3.580 0.106
H 3.627 0.508 3.100
H 3.091 0.273 4.775
H 1.934 0.163 3.448
H 3.587 -1.815 5.716

Results
relative energy (zero: lowest compared OMol25 entry of this formula, charge and spin): 13.4 kcal/mol
HOMO-LUMO gap (alpha / beta): 7.00 / 6.79 eV
charge: -1
spin multiplicity: 2
highest occupied orbital energy (alpha / beta): -5.74 / -5.32 eV
max |F|: 1.0 eV Å⁻¹

Atom charges from the Löwdin analysis, given in e for atoms 1 to 99: 0.891, 0.080, -0.330, -0.034, -0.054, -0.300, -0.072, -0.037, 0.548, -0.355, -0.365, -0.101, -0.436, 0.141, -0.135, -0.051, -0.133, 0.040, 0.079, 0.079, 0.106, 0.102, 0.104, 0.105, 0.108, 0.097, 0.094, 0.719, -0.698, -0.123, -0.008, -0.280, -0.036, -0.122, 0.065, 0.076, -0.259, -0.022, 0.026, -0.249, -0.188, -0.127, 0.158, -0.115, -0.036, -0.017, -0.108, 0.086, 0.121, 0.114, 0.099, 0.115, 0.127, 0.096, 0.103, 0.109, 0.677, -1.565, 0.650, 0.615, -0.289, 0.153, 1.002, -0.322, -0.101, -0.085, -0.103, -0.110, -0.137, -0.312, -0.121, -0.098, -0.101, -0.089, -0.105, -0.015, 0.077, 0.092, 0.097, 0.098, 0.083, 0.078, 0.094, 0.093, 0.091, 0.082, 0.059, -0.547, -0.180, -0.124, -0.030, -0.089, -0.101, -0.088, -0.024, 0.107, 0.101, 0.094, 0.095

***

Here is a structure of composition C56H47AsCl2CoN5O4Te at a distorted geometry from the Open Molecules 2025 dataset. Energies are from ωB97M-V/def2-TZVPD.

Positions of all 117 atoms, in Å:
Co -0.140 1.319 0.497
Cl 3.990 6.057 3.385
C 2.882 5.261 2.300
C 2.351 4.032 2.691
C 1.496 3.340 1.847
N 0.981 2.057 2.043
C 1.162 1.374 3.178
O 1.540 1.777 4.281
C 0.948 -0.120 2.998
C 0.683 -0.938 4.089
C 0.550 -2.296 3.875
C 0.716 -2.796 2.589
C 0.989 -1.902 1.569
N 1.100 -0.590 1.764
C 1.129 3.934 0.613
C 1.655 5.158 0.237
C 2.541 5.818 1.084
Cl 3.184 7.357 0.574
N 0.122 3.230 -0.035
C -0.794 3.810 -0.814
O -0.676 4.722 -1.632
C -2.193 3.307 -0.456
C -3.330 3.965 -0.894
C -4.555 3.583 -0.367
C -4.599 2.570 0.578
C -3.410 1.957 0.948
N -2.240 2.320 0.438
H 2.605 3.621 3.656
H 0.580 -0.486 5.065
H 0.328 -2.964 4.698
H 0.626 -3.853 2.376
H 1.127 -2.247 0.550
H 1.368 5.599 -0.706
H -3.226 4.765 -1.614
H -5.464 4.086 -0.675
H -5.533 2.248 1.018
H -3.380 1.153 1.677
C -5.870 -1.879 -2.240
C -4.657 -1.465 -1.443
C -4.461 -1.884 -0.133
C -3.372 -1.484 0.625
C -3.340 -1.831 2.067
O -2.908 -1.092 2.927
C -3.918 -3.163 2.491
C -3.716 -4.322 1.750
C -4.207 -5.539 2.204
C -4.919 -5.599 3.394
C -5.121 -4.443 4.139
C -4.611 -3.233 3.694
C -2.341 -0.657 0.055
O -1.330 -0.339 0.743
C -2.522 -0.260 -1.325
C -3.684 -0.647 -1.995
C -1.484 0.485 -2.064
N -0.361 0.816 -1.533
C 0.697 1.435 -2.359
C 1.290 0.525 -3.433
Te 2.383 -1.186 -2.748
C 0.820 -2.601 -2.801
C -0.228 -2.522 -1.885
C -1.261 -3.451 -1.918
C -1.235 -4.486 -2.844
C -0.175 -4.589 -3.735
C 0.847 -3.647 -3.720
C -1.772 0.773 -3.514
C -1.819 -0.263 -4.446
C -2.072 0.005 -5.782
C -2.285 1.314 -6.200
C -2.246 2.346 -5.275
C -1.990 2.079 -3.935
H -6.531 -2.508 -1.642
H -5.590 -2.446 -3.131
H -6.447 -1.014 -2.574
H -5.220 -2.506 0.333
H -3.158 -4.271 0.822
H -4.034 -6.439 1.629
H -5.313 -6.545 3.742
H -5.668 -4.488 5.072
H -4.731 -2.327 4.275
H -3.841 -0.307 -3.011
H 1.485 1.732 -1.668
H 0.336 2.350 -2.833
H 2.016 1.092 -4.016
H 0.544 0.144 -4.123
H -0.235 -1.739 -1.140
H -2.082 -3.355 -1.215
H -2.038 -5.213 -2.869
H -0.146 -5.400 -4.453
H 1.658 -3.717 -4.435
H -1.648 -1.283 -4.116
H -2.101 -0.808 -6.496
H -2.477 1.526 -7.244
H -2.406 3.369 -5.590
H -1.949 2.896 -3.223
C 5.141 1.285 -1.007
As 3.752 0.781 0.299
C 4.394 -1.040 0.648
C 4.580 1.660 1.890
C 5.883 1.099 2.354
C 5.916 0.104 3.332
C 7.114 -0.465 3.736
C 8.313 -0.050 3.169
C 8.298 0.954 2.211
C 7.096 1.525 1.813
H 6.143 0.998 -0.684
H 5.099 2.366 -1.149
H 4.932 0.804 -1.964
H 5.480 -1.070 0.738
H 4.071 -1.697 -0.157
H 3.948 -1.392 1.580
H 3.831 1.592 2.679
H 4.673 2.712 1.616
H 4.984 -0.221 3.781
H 7.112 -1.235 4.498
H 9.250 -0.496 3.480
H 9.226 1.298 1.770
H 7.096 2.327 1.085

Results
HOMO-LUMO gap (alpha / beta): 6.48 / 6.50 eV
charge: -1
spin multiplicity: 2
highest occupied orbital energy (alpha / beta): -4.51 / -4.53 eV
max |F|: 1.0 eV Å⁻¹

Atom charges from the Löwdin analysis, given in e for atoms 1 to 99: 0.664, 0.622, -0.692, -0.066, -0.209, 0.044, -0.479, 0.016, -0.194, 0.000, -0.063, -0.059, -0.144, 0.075, -0.199, -0.045, -0.693, 0.616, 0.026, -0.476, 0.030, -0.182, -0.009, -0.061, -0.047, -0.091, 0.108, 0.095, 0.115, 0.103, 0.099, 0.094, 0.097, 0.114, 0.102, 0.102, 0.113, -0.060, -0.271, -0.002, -0.089, -0.304, 0.102, -0.154, -0.034, -0.083, -0.098, -0.083, -0.021, -0.339, -0.089, -0.080, 0.015, -0.184, 0.064, -0.279, -0.465, 1.298, -0.556, -0.149, -0.066, -0.088, -0.100, -0.158, -0.191, -0.056, -0.073, -0.089, -0.063, -0.010, 0.069, 0.073, 0.074, 0.122, 0.107, 0.099, 0.096, 0.099, 0.117, 0.118, 0.064, 0.107, 0.045, 0.029, 0.065, 0.092, 0.099, 0.097, 0.082, 0.120, 0.103, 0.097, 0.105, 0.103, -0.334, 1.132, -0.335, -0.324, -0.306